C42H30KN10O | ωB97M-V/def2-TZVPD

Computed properties:
Frontier orbital gap (alpha / beta) (eV): 5.0272 / 5.0294
Total charge: -1
Relative energy (zero: lowest compared OMol25 entry of this formula, charge and spin) (kcal/mol): 0.0

```
84
Properties=species:S:1:pos:R:3:forces:R:3:mulliken_charge:R:1
K -0.120148 -0.795847 -1.031554 -0.050 -0.423 -0.484 1.007
C -6.563032 1.241854 -0.002312 0.063 0.027 -0.036 -0.588
C -6.552710 0.247634 0.980517 0.106 -0.062 0.052 -0.563
C -5.361604 -0.336023 1.394884 -0.115 -0.026 0.032 -0.114
C -4.182479 0.089139 0.803744 0.095 0.038 -0.053 0.063
C -2.770382 -0.282708 0.982954 -0.025 0.066 -0.023 -0.280
N -2.358367 -1.221813 1.814466 -0.073 -0.040 0.064 -0.535
C -1.077930 -1.549251 2.032476 0.071 0.055 0.063 -0.357
C -0.660449 -2.667826 2.874343 0.081 -0.009 -0.071 0.202
C -1.346963 -3.629233 3.607700 -0.054 -0.055 0.055 -0.155
C -0.618415 -4.625975 4.240110 -0.049 0.056 -0.033 -0.604
C 0.781441 -4.665981 4.148546 0.019 0.070 -0.053 -0.776
C 1.471993 -3.703976 3.425336 0.077 -0.104 0.072 0.113
C 0.745516 -2.704104 2.792193 -0.107 0.069 -0.068 0.369
C 1.119326 -1.592967 1.919042 -0.010 0.003 0.088 -0.273
N 2.403743 -1.299849 1.614316 0.031 -0.016 -0.021 -0.591
C 2.763978 -0.393134 0.739404 0.088 0.037 0.048 -0.283
N 1.966961 0.341625 -0.091705 -0.068 0.000 -0.004 -0.333
C 2.714063 1.165377 -0.818174 0.070 0.080 0.044 0.163
N 2.315526 2.080750 -1.717124 -0.008 -0.004 0.029 -0.638
C 1.036392 2.344636 -1.954348 0.063 0.102 -0.024 -0.107
N -0.050882 1.727834 -1.472727 -0.019 -0.036 0.177 -0.248
C -1.164286 2.393528 -1.859587 -0.037 0.143 -0.013 -0.195
N -2.415223 2.181148 -1.510596 0.000 -0.020 0.018 -0.652
C -2.786151 1.276041 -0.574924 -0.087 0.109 0.062 0.117
N -2.008884 0.470669 0.136416 0.119 -0.040 -0.037 -0.400
C -4.193863 1.087879 -0.181643 0.102 -0.103 0.063 0.050
C -5.380649 1.671636 -0.592023 -0.105 0.055 -0.038 -0.033
C -0.771760 3.516578 -2.749302 -0.024 -0.050 0.047 0.166
C -1.493256 4.485369 -3.419964 -0.042 0.082 -0.064 -0.082
C -0.788020 5.424824 -4.168395 -0.070 -0.077 0.059 -0.562
C 0.604816 5.394887 -4.225439 0.069 -0.069 0.050 -0.578
C 1.327202 4.424654 -3.534871 0.035 0.095 -0.077 -0.050
C 0.620370 3.487856 -2.806438 0.012 -0.066 0.059 0.081
C 4.144005 0.983276 -0.474749 -0.096 -0.074 0.045 -0.117
C 5.306178 1.578856 -0.927429 0.111 0.029 -0.024 -0.040
C 6.513639 1.151707 -0.381857 -0.076 0.052 -0.053 -0.576
C 6.545140 0.155637 0.594321 -0.099 -0.086 0.068 -0.550
C 5.371550 -0.436824 1.051733 0.089 -0.016 0.030 -0.133
C 4.174858 -0.013114 0.504785 -0.093 0.036 -0.056 0.223
N 0.019685 -0.951165 1.513959 -0.029 0.066 -0.064 -0.511
H -7.506764 1.681292 -0.302355 0.004 0.006 -0.008 0.374
H -7.487017 -0.070404 1.427730 -0.011 0.011 -0.009 0.369
H -5.343859 -1.102959 2.159810 -0.009 0.009 -0.008 0.534
H -2.428773 -3.596260 3.671027 0.014 -0.007 0.002 0.563
H -1.135711 -5.382718 4.818832 0.007 -0.005 0.002 0.384
H 1.325280 -5.454062 4.656562 0.008 -0.003 0.003 0.451
H 2.552709 -3.725830 3.344128 -0.012 0.003 -0.002 0.549
H -5.373725 2.443233 -1.352314 -0.013 -0.008 0.010 0.531
H -2.574296 4.505258 -3.358232 0.011 0.003 -0.001 0.532
H -1.327944 6.191931 -4.710290 0.008 0.005 -0.005 0.378
H 1.130792 6.139526 -4.810771 -0.007 0.003 -0.001 0.369
H 2.409440 4.397933 -3.560719 -0.010 -0.002 0.002 0.536
H 5.265156 2.352690 -1.683970 0.014 -0.006 0.008 0.541
H 7.442989 1.596634 -0.716913 -0.003 0.003 -0.003 0.382
H 7.497028 -0.162432 1.002582 0.010 0.013 -0.013 0.372
H 5.381135 -1.211362 1.808676 0.019 0.013 -0.009 0.519
C 5.092974 -7.270141 -1.238606 -0.060 0.025 0.102 -1.075
C 4.509993 -7.024818 0.151048 0.022 0.011 -0.145 -0.661
N 3.076650 -6.745102 0.124184 0.073 0.073 -0.016 0.329
C 2.203205 -7.907291 0.089636 -0.079 -0.097 0.143 -0.715
C 2.044293 -8.587513 1.448709 0.034 0.093 -0.120 -1.073
C 2.722350 -5.468829 -0.234449 -0.037 -0.222 0.106 -0.240
O 3.566843 -4.634911 -0.510469 0.005 0.040 -0.026 -0.680
C 1.268901 -5.101287 -0.268411 0.030 0.190 -0.120 0.847
C 0.309991 -5.520895 0.641164 0.079 -0.084 0.051 0.712
C -0.980749 -5.036905 0.529901 -0.048 0.011 0.043 -0.895
C -1.264950 -4.128730 -0.475332 0.102 0.104 0.043 -0.472
N -0.346461 -3.684245 -1.338103 -0.089 -0.012 -0.006 -0.699
C 0.888645 -4.162668 -1.224364 -0.009 -0.008 0.101 -0.392
H 6.155746 -7.503910 -1.158452 -0.003 -0.006 -0.042 0.378
H 4.975697 -6.376263 -1.848514 0.018 -0.006 -0.014 0.291
H 4.596063 -8.106150 -1.735133 0.021 -0.005 -0.009 0.277
H 5.008604 -6.172381 0.606729 -0.001 -0.011 0.052 0.386
H 4.669176 -7.898298 0.784101 -0.017 0.013 0.056 0.320
H 2.613395 -8.629580 -0.624001 0.006 0.025 -0.035 0.351
H 1.227398 -7.614335 -0.288901 0.032 0.008 -0.067 0.502
H 3.009147 -8.903961 1.846057 -0.016 -0.016 0.016 0.366
H 1.411597 -9.470956 1.349351 0.003 0.002 0.027 0.364
H 1.589765 -7.911081 2.172447 0.003 -0.017 0.030 0.196
H 0.575864 -6.182956 1.454488 -0.046 0.026 0.004 0.256
H -1.740424 -5.318506 1.244895 -0.007 0.012 -0.016 0.399
H -2.257080 -3.698542 -0.560807 0.001 -0.021 -0.034 0.417
H 1.638795 -3.761719 -1.897337 -0.007 -0.059 -0.023 0.496
```
Positions in Å, forces in eV/Å.